14
Properties=species:S:1:pos:R:3:mulliken_charge:R:1 method="wB97M-V/def2-TZVPD" fmax_ev_per_a=7.0 homo_ha=-0.317 orbital_gap_ev=9.31 lumo_energy_ha=0.025
C 2.799 -0.935 -0.089 -0.634
C 2.952 0.396 0.055 -0.212
C 1.383 -1.083 0.028 0.497
C 0.839 0.159 0.119 0.181
C -1.064 -0.588 0.036 0.580
C -2.322 0.156 0.049 -0.867
N -0.759 -1.778 -0.009 -0.381
O 1.799 1.004 0.176 -0.367
O 0.548 -2.187 -0.111 -0.226
H 3.633 -1.686 0.026 0.296
H 3.957 0.928 -0.014 0.339
H -2.172 0.921 -0.836 0.250
H -3.197 -0.574 -0.113 0.284
H -2.179 0.800 1.018 0.260